[1]
Here is 2 unconnected molecules or ions with the total composition C4H10O4 from OMol25. Energies are from ωB97M-V/def2-TZVPD.

The geometry in ORCA input format:
```
! wB97M-V def2-TZVPD RIJCOSX def2/J DEFGRID3
* xyz 0 1
O 0.510 -3.075 0.385
C -0.135 -2.106 0.435
O -1.289 -1.954 1.178
C 0.188 -0.912 -0.434
C -0.728 0.195 -0.022
C -0.559 1.619 -0.751
O -1.218 2.677 0.011
H -1.593 -2.727 1.636
H 1.321 -0.691 -0.073
H 0.260 -1.198 -1.505
H -0.669 0.548 1.117
H -1.780 -0.067 0.055
H -0.968 1.468 -1.758
H 0.517 1.986 -0.787
H -2.078 3.011 -0.294
H 2.801 1.671 -1.144
H 2.926 2.206 0.252
O 2.830 2.480 -0.682
*
```

Output
- SMILES: O=C(O)CCCO.O
- Kohn-Sham gap: 10.51 eV
- Lowest unoccupied orbital energy: 0.53 eV
- Relative energy (zero: lowest compared OMol25 entry of this formula, charge and spin): 35.38 kcal per mole
- E: -459.33241 hartree

[2]
Here is a gas-phase ion, C8H10Br2N (charge +1) from OMol25. Energies are from ωB97M-V/def2-TZVPD.

The geometry in ORCA input format:
```
! wB97M-V def2-TZVPD RIJCOSX def2/J DEFGRID3
* xyz 1 1
C 1.668 -1.103 0.306
C 1.123 1.218 0.085
C 1.995 0.241 0.185
C 0.381 -1.489 0.153
C -0.663 -0.179 -1.816
C -1.863 -0.454 -1.008
C -0.572 -0.355 -0.323
C -0.722 0.790 1.781
N -0.313 0.893 0.314
Br 3.856 0.612 -0.168
Br -0.261 -3.253 0.296
H 2.458 -1.798 0.545
H 1.410 2.128 -0.259
H -0.150 -0.919 -2.516
H -0.539 0.859 -2.063
H -2.546 0.353 -0.873
H -2.227 -1.507 -0.930
H -1.800 0.769 1.835
H -0.253 -0.036 2.299
H -0.246 1.591 2.301
H -0.737 1.639 -0.145
*
```

Output
- SMILES: C[N@H+]1C=C(Br)C=C(Br)C12CC2
- Kohn-Sham gap: 8.89 eV
- Lowest unoccupied orbital energy: -4.20 eV
- Relative energy (zero: lowest compared OMol25 entry of this formula, charge and spin): 0.00 kcal per mole
- E: -5513.26746 hartree

[3]
Here is 3 unconnected molecules or ions with the total composition C27H49F9N3O7 from OMol25. Energies are from ωB97M-V/def2-TZVPD.

The geometry in ORCA input format:
```
! wB97M-V def2-TZVPD RIJCOSX def2/J DEFGRID3
* xyz 1 1
C 6.416 -2.369 0.079
C 5.566 -2.448 -1.356
C 5.211 -0.900 -1.765
C 6.556 0.073 -1.926
C 4.221 -0.731 -3.060
C 4.039 -1.595 -4.442
C 4.881 -2.939 -4.863
C 3.876 -4.260 -4.949
O 2.467 -3.920 -5.197
C 3.971 -5.253 -3.648
F 5.375 -5.661 -3.406
F 3.259 -4.750 -2.434
F 3.239 -6.516 -4.038
N 2.976 -0.893 -5.282
F 2.527 -1.230 -6.517
C 2.421 0.346 -4.610
N 1.381 1.276 -5.194
N 3.195 0.375 -3.304
C 2.853 1.557 -2.415
C 1.269 1.625 -1.958
C 0.629 0.187 -1.500
C -0.337 -0.532 -2.612
F 0.331 -1.686 -3.322
F -1.005 0.415 -3.555
C -1.585 -1.233 -1.747
F -1.116 -2.091 -0.635
F -2.290 -2.112 -2.754
F -2.614 -0.218 -1.340
H 6.380 -3.375 0.682
H 6.123 -1.433 0.726
H 7.558 -2.204 -0.225
H 6.264 -3.015 -2.104
H 4.559 -2.990 -1.106
H 4.621 -0.439 -0.835
H 6.807 0.434 -0.818
H 7.444 -0.485 -2.446
H 6.178 1.028 -2.512
H 5.855 -3.129 -4.242
H 5.244 -2.760 -5.986
H 4.260 -4.877 -5.893
H 2.149 -4.521 -5.933
H 1.462 1.239 -6.250
H 1.711 2.253 -4.935
H 3.126 2.530 -3.051
H 3.576 1.586 -1.467
H 0.687 2.184 -2.806
H 1.245 2.329 -0.994
H 1.556 -0.536 -1.287
H 0.077 0.351 -0.477
C -5.217 -1.072 5.996
O -4.961 -1.959 4.919
C -6.150 -2.454 4.308
C -5.978 -2.560 2.789
O -5.959 -1.299 2.108
C -4.798 -0.480 2.308
C -3.517 -1.044 1.683
O -3.024 -2.136 2.458
C -2.429 -3.154 1.665
H -5.588 -1.629 6.861
H -4.279 -0.580 6.263
H -5.934 -0.296 5.707
H -7.008 -1.809 4.529
H -6.340 -3.448 4.723
H -6.851 -3.091 2.393
H -5.108 -3.161 2.520
H -4.665 -0.243 3.364
H -5.023 0.468 1.807
H -2.741 -0.272 1.676
H -3.722 -1.351 0.647
H -3.087 -3.448 0.840
H -2.273 -4.029 2.299
H -1.464 -2.815 1.278
C -0.817 6.428 4.742
O -1.706 6.010 3.719
C -1.178 6.199 2.408
C -1.570 5.036 1.491
O -0.882 3.808 1.767
C -1.239 3.134 2.982
C -2.657 2.553 2.985
O -3.621 3.593 3.142
C -4.817 3.356 2.412
H -0.771 7.521 4.774
H -1.198 6.058 5.697
H 0.183 6.009 4.592
H -0.086 6.289 2.429
H -1.600 7.129 2.018
H -1.281 5.307 0.469
H -2.650 4.880 1.470
H -1.058 3.771 3.849
H -0.537 2.298 3.065
H -2.773 1.870 3.832
H -2.823 1.994 2.053
H -4.599 3.098 1.370
H -5.403 4.276 2.415
H -5.396 2.560 2.887
*
```

Output
- Kohn-Sham gap: 7.08 eV
- Lowest unoccupied orbital energy: -3.29 eV
- Relative energy (zero: lowest compared OMol25 entry of this formula, charge and spin): 279.94 kcal per mole
- E: -2647.06646 hartree

[4]
Here is a molecular structure, FHN2O from OMol25. Energies are from ωB97M-V/def2-TZVPD.

The geometry in ORCA input format:
```
! wB97M-V def2-TZVPD RIJCOSX def2/J DEFGRID3
* xyz 0 1
N 1.081 -1.231 -1.111
N 0.428 -0.535 -0.525
O -0.451 0.018 1.443
F -0.270 0.833 -1.106
H -0.788 0.915 1.297
*
```

Output
- Kohn-Sham gap (spin up / spin down): 9.99 / 9.59 eV
- Lowest unoccupied orbital energy (spin up / spin down): -1.78 / -3.02 eV
- Relative energy (zero: lowest compared OMol25 entry of this formula, charge and spin): 86.59 kcal per mole
- E: -285.01916 hartree

[5]
Here is a molecular structure, C30H35BrClGeLiN4O4P from OMol25. Energies are from ωB97M-V/def2-TZVPD.

The geometry in ORCA input format:
```
! wB97M-V def2-TZVPD RIJCOSX def2/J DEFGRID3
* xyz -1 1
Li -1.551 1.170 -0.001
O -1.970 2.098 5.417
C -0.997 1.205 5.244
O -0.556 0.541 6.169
C -0.498 1.010 3.848
C 0.556 0.226 3.409
Cl 1.619 -0.756 4.349
N 0.622 0.211 2.129
N -0.335 0.989 1.578
C -0.993 1.506 2.621
C -2.242 2.364 2.246
O -2.979 2.823 3.092
O -2.307 2.510 0.999
C 1.598 -0.463 1.263
C 1.125 -1.403 0.134
C 2.018 -2.574 0.143
C 3.337 -2.413 0.502
C 3.866 -1.240 1.085
C 2.905 -0.402 1.600
H -2.406 2.368 4.589
H 0.061 -1.690 0.339
H 1.541 -3.494 -0.076
H 3.944 -3.308 0.452
H 4.910 -1.161 1.369
H 3.190 0.348 2.342
Br 0.423 8.000 -1.120
C -0.198 6.233 -1.371
C -1.167 5.922 -2.269
C -1.508 4.589 -2.449
C -0.880 3.619 -1.733
C 0.135 3.965 -0.858
C 0.508 5.273 -0.691
N -1.230 2.269 -1.731
C -1.628 1.668 -2.808
C -1.974 0.214 -2.714
C -2.238 -0.541 -3.887
C -2.614 -1.898 -3.686
C -2.685 -2.377 -2.413
C -2.537 -1.584 -1.342
N -2.185 -0.284 -1.543
H -1.545 6.651 -2.987
H -2.250 4.251 -3.151
H 0.457 3.133 -0.282
H 1.305 5.555 -0.058
H -1.686 2.139 -3.740
H -2.037 -0.161 -4.885
H -2.825 -2.485 -4.559
H -3.053 -3.429 -2.256
H -2.544 -1.967 -0.306
C 4.146 0.720 -1.928
Ge 2.724 -0.549 -2.421
C 2.034 -0.115 -4.372
C 3.665 -2.147 -2.756
C 1.100 -0.717 -1.312
H 4.873 0.643 -2.676
H 4.552 0.496 -0.983
H 3.846 1.842 -1.847
H 2.906 -0.247 -4.974
H 1.613 0.906 -4.440
H 1.292 -0.837 -4.682
H 3.931 -2.262 -3.828
H 3.093 -3.067 -2.518
H 4.596 -2.364 -2.274
H 0.369 -1.198 -1.945
H 0.697 0.242 -1.042
C -2.959 -4.361 3.224
P -2.021 -3.091 2.271
C -0.418 -3.331 3.040
C -2.583 -1.647 3.205
H -2.657 -4.379 4.279
H -2.856 -5.376 2.876
H -4.038 -4.190 3.199
H -0.544 -3.553 4.086
H 0.261 -2.528 2.878
H 0.107 -4.191 2.708
H -2.715 -1.765 4.317
H -3.635 -1.371 2.887
H -1.884 -0.785 3.029
*
```

Output
- Kohn-Sham gap: 4.19 eV
- Lowest unoccupied orbital energy: 1.23 eV
- Relative energy (zero: lowest compared OMol25 entry of this formula, charge and spin): 0.00 kcal per mole
- E: -7144.24700 hartree

[6]
Here is 5 unconnected molecules or ions with the total composition CH13NO4 from OMol25. Energies are from ωB97M-V/def2-TZVPD.

The geometry in ORCA input format:
```
! wB97M-V def2-TZVPD RIJCOSX def2/J DEFGRID3
* xyz 0 1
C 0.774 -1.198 1.017
N -0.517 -1.547 0.501
H 1.201 -0.351 0.473
H 0.653 -0.847 2.024
H 1.204 -2.114 1.331
H -1.268 -0.825 0.538
H -0.873 -2.336 1.018
H -0.622 -1.394 -1.418
H 0.288 -1.776 -2.649
O -0.056 -1.047 -2.147
H -0.101 1.965 -2.138
H 0.575 0.443 -1.797
O 0.664 1.421 -1.906
H -1.838 1.088 -0.399
H -1.010 1.414 0.886
O -1.921 1.425 0.460
H 1.613 1.842 0.918
H 0.602 1.813 2.104
O 0.631 2.025 1.185
*
```

Output
- SMILES: CN.O.O.O.O
- Kohn-Sham gap: 10.14 eV
- Lowest unoccupied orbital energy: 0.53 eV
- Relative energy (zero: lowest compared OMol25 entry of this formula, charge and spin): 38.27 kcal per mole
- E: -401.55954 hartree

[7]
Here is a molecular structure, C19H26MnN2SiTe from OMol25. Energies are from ωB97M-V/def2-TZVPD.

The geometry in ORCA input format:
```
! wB97M-V def2-TZVPD RIJCOSX def2/J DEFGRID3
* xyz 3 1
Mn 0.239 -0.383 -0.319
N -0.694 -2.424 6.573
C -0.525 -1.993 5.529
C -0.278 -1.500 4.218
C 0.835 -1.950 3.503
C 1.049 -1.469 2.228
N 0.221 -0.602 1.622
C -0.842 -0.153 2.320
C -1.127 -0.571 3.606
H 1.524 -2.656 3.941
H 1.939 -1.775 1.685
H -1.452 0.606 1.826
H -1.983 -0.184 4.138
C -3.810 -4.114 -1.862
Si -3.796 -2.243 -1.981
C -5.019 -1.062 -2.758
C -1.077 -1.496 -2.421
C -2.133 -1.501 -1.296
H -4.811 -4.500 -2.058
H -3.515 -4.489 -0.878
H -3.149 -4.580 -2.599
H -5.431 -1.487 -3.678
H -4.590 -0.086 -3.009
H -5.871 -0.884 -2.096
H -0.877 -2.511 -2.767
H -0.094 -1.058 -2.137
H -1.427 -0.925 -3.281
H -2.290 -0.473 -0.901
H -1.802 -2.155 -0.472
C 2.852 0.768 -2.612
Te 2.761 -0.751 -1.090
C 4.376 -0.006 0.108
H 1.878 0.834 -3.096
H 3.603 0.505 -3.353
H 3.096 1.725 -2.152
H 5.232 0.064 -0.564
H 4.599 -0.713 0.906
H 4.128 0.974 0.510
C 0.421 1.325 -0.259
C 0.902 2.589 0.022
C 0.732 3.753 -0.769
C 1.357 4.926 -0.405
C 2.157 4.981 0.734
C 2.312 3.853 1.540
C 1.697 2.673 1.207
H 0.122 3.699 -1.658
H 1.212 5.817 -1.002
H 2.659 5.900 0.997
H 2.908 3.915 2.438
H 1.785 1.788 1.821
*
```

Output
- Kohn-Sham gap (spin up / spin down): 7.17 / 7.27 eV
- Lowest unoccupied orbital energy (spin up / spin down): -10.45 / -10.47 eV
- E: -2556.41134 hartree

[8]
Here is 12 unconnected molecules or ions with the total composition C57H70N12O19 from OMol25. Energies are from ωB97M-V/def2-TZVPD.

The geometry in ORCA input format:
```
! wB97M-V def2-TZVPD RIJCOSX def2/J DEFGRID3
* xyz 0 1
C -1.266 6.091 -4.152
O -2.470 5.993 -4.199
N -0.370 5.367 -4.880
C 1.069 5.485 -4.780
C -0.866 4.577 -6.084
H -0.839 6.618 -3.285
H 1.334 6.134 -5.615
H 1.603 4.537 -4.724
H 1.391 5.990 -3.869
H -1.944 4.478 -6.208
H -0.548 5.180 -6.934
H -0.342 3.631 -6.222
C 2.601 -2.770 6.532
O 3.386 -3.285 7.423
N 2.858 -1.759 5.737
C 1.968 -1.389 4.616
C 4.055 -1.023 6.006
H 1.568 -3.147 6.469
H 2.414 -1.427 3.622
H 1.371 -0.477 4.644
H 1.329 -2.271 4.590
H 4.719 -1.394 5.224
H 3.864 0.049 6.052
H 4.349 -1.172 7.045
C -5.615 -3.383 1.952
O -6.784 -3.649 2.107
N -5.080 -2.214 2.259
C -3.729 -1.892 1.803
C -5.808 -1.296 3.179
H -4.941 -3.995 1.332
H -3.121 -2.479 1.114
H -3.077 -1.764 2.668
H -3.944 -1.077 1.113
H -6.868 -1.547 3.199
H -5.362 -1.466 4.159
H -5.588 -0.242 3.005
C 0.061 0.758 -9.268
O 0.039 1.972 -9.519
N -0.602 0.128 -8.281
C -1.552 0.865 -7.496
C -0.642 -1.382 -8.130
H 0.622 0.022 -9.864
H -2.424 1.132 -8.093
H -1.149 1.834 -7.202
H -1.825 0.381 -6.558
H -0.359 -1.687 -7.122
H -1.585 -1.761 -8.523
H 0.069 -1.764 -8.863
C -0.484 0.728 -0.313
O -1.588 1.119 0.146
N -0.255 0.699 -1.643
C -1.215 1.363 -2.566
C 0.886 -0.126 -2.280
H 0.358 0.359 0.292
H -0.642 2.076 -3.158
H -2.003 1.828 -1.973
H -1.591 0.652 -3.301
H 1.407 -0.523 -1.409
H 0.406 -0.996 -2.728
H 1.553 0.540 -2.827
C 7.646 -0.380 2.172
C 6.672 -0.229 3.119
C 5.349 -0.069 2.709
C 5.049 -0.112 1.399
C 6.060 -0.288 0.429
C 7.357 -0.576 0.834
N 3.625 0.088 0.920
O 2.676 0.028 1.744
O 3.377 0.212 -0.300
H 8.649 -0.412 2.571
H 6.874 -0.155 4.177
H 4.522 0.086 3.386
H 5.783 -0.547 -0.582
H 8.141 -0.785 0.121
C 3.453 -6.128 1.497
C 3.732 -4.776 1.522
C 2.729 -3.817 1.193
C 1.581 -4.249 0.575
C 1.377 -5.636 0.491
C 2.224 -6.511 1.057
N 0.553 -3.277 0.251
O 0.011 -3.386 -0.804
O 0.459 -2.393 1.119
H 4.040 -6.954 1.870
H 4.745 -4.521 1.795
H 2.928 -2.767 1.349
H 0.483 -5.915 -0.047
H 1.976 -7.559 1.143
C -3.355 -2.548 -2.388
C -4.252 -1.448 -2.174
C -5.215 -1.095 -3.117
C -5.480 -1.959 -4.219
C -4.530 -2.928 -4.508
C -3.527 -3.222 -3.591
N -6.660 -1.676 -5.147
O -6.875 -2.627 -5.899
O -7.210 -0.502 -5.149
H -2.583 -2.741 -1.657
H -4.001 -0.669 -1.470
H -5.912 -0.294 -2.921
H -4.748 -3.485 -5.407
H -2.880 -4.056 -3.818
C -0.099 5.446 4.183
C 1.090 6.045 3.649
C 1.882 5.485 2.654
C 1.408 4.232 2.144
C 0.188 3.657 2.648
C -0.570 4.260 3.621
N 2.048 3.628 0.933
O 3.046 4.274 0.563
O 1.459 2.814 0.278
H -0.662 5.829 5.021
H 1.511 6.893 4.170
H 2.854 5.891 2.413
H -0.207 2.721 2.282
H -1.503 3.805 3.921
C 0.934 0.721 8.409
C 0.686 1.595 7.372
C -0.155 1.162 6.340
C -0.686 -0.159 6.371
C -0.446 -1.077 7.393
C 0.420 -0.589 8.415
N -1.554 -0.694 5.269
O -2.416 0.110 4.837
O -1.373 -1.894 4.945
H 1.520 1.015 9.267
H 0.904 2.652 7.406
H -0.403 1.806 5.509
H -0.866 -2.056 7.567
H 0.641 -1.301 9.197
C 3.550 -3.918 -2.676
C 3.677 -2.525 -2.932
C 3.545 -2.117 -4.235
C 3.203 -3.073 -5.293
C 2.953 -4.380 -4.991
C 3.242 -4.749 -3.695
N 3.207 -2.653 -6.699
O 3.709 -1.505 -6.920
O 2.660 -3.347 -7.520
H 3.617 -4.473 -1.752
H 3.971 -1.847 -2.145
H 3.789 -1.099 -4.502
H 2.739 -5.009 -5.842
H 3.009 -5.782 -3.481
C -4.552 2.425 3.210
C -4.599 3.683 3.646
C -4.456 4.784 2.770
C -4.170 4.521 1.431
C -4.061 3.155 1.003
C -4.265 2.080 1.927
N -3.947 5.559 0.374
O -3.764 5.233 -0.790
O -4.047 6.706 0.655
H -4.726 1.578 3.858
H -5.038 3.838 4.621
H -4.597 5.775 3.176
H -3.921 2.832 -0.018
H -4.028 1.084 1.583
*
```

Output
- SMILES: O=[N+]([O-])c1ccccc1.O=[N+]([O-])c1ccccc1.O=[N+]([O-])c1ccccc1.O=[N+]([O-])c1ccccc1.O=[N+]([O-])c1ccccc1.O=[N+]([O-])c1ccccc1.O=[N+]([O-])c1ccccc1.CN(C)C=O.CN(C)C=O.CN(C)C=O.CN(C)C=O.CN(C)C=O
- Kohn-Sham gap: 7.29 eV
- Lowest unoccupied orbital energy: -1.57 eV
- Relative energy (zero: lowest compared OMol25 entry of this formula, charge and spin): 126.82 kcal per mole
- E: -4299.77441 hartree

In the order shown, the computed molecular weight values come out to 122.120 279.983 698.685 64.019 741.516 103.118 493.055 1227.252 g mol⁻¹.